Record 1
{"formula": "C31H49ClP2Sc", "method": "ωB97M-V/def2-TZVPD", "total_charge": 1, "relative_energy_kj_mol": 0.0, "gap_ev": 6.85, "e_lumo_ev": -2.91, "mol_weight_da": 564.09, "species": ["Sc", "C", "C", "C", "C", "C", "C", "H", "H", "H", "C", "H", "H", "H", "C", "H", "H", "H", "C", "H", "H", "H", "C", "H", "H", "H", "C", "C", "C", "C", "C", "C", "C", "C", "H", "H", "H", "H", "H", "H", "H", "H", "H", "H", "H", "H", "P", "P", "C", "C", "H", "H", "H", "H", "C", "H", "H", "H", "C", "H", "H", "H", "C", "H", "H", "H", "C", "H", "H", "H", "Cl", "C", "C", "C", "C", "C", "C", "C", "H", "H", "H", "H", "H", "H"], "positions_angstrom": [[1.12, 0.87, 0.44], [1.19, 3.14, 1.03], [0.61, 2.38, 2.11], [2.87, 1.86, 1.98], [2.59, 2.83, 0.98], [1.65, 1.56, 2.67], [0.54, 4.23, 0.25], [-0.55, 4.18, 0.30], [0.85, 4.20, -0.81], [0.84, 5.22, 0.64], [3.61, 3.53, 0.16], [3.14, 4.16, -0.60], [4.26, 2.81, -0.34], [4.25, 4.18, 0.77], [4.22, 1.35, 2.35], [4.88, 2.16, 2.69], [4.70, 0.88, 1.48], [4.15, 0.61, 3.15], [1.59, 0.77, 3.93], [2.05, 1.33, 4.77], [2.15, -0.17, 3.83], [0.56, 0.55, 4.23], [-0.74, 2.58, 2.70], [-0.68, 3.35, 3.49], [-1.12, 1.66, 3.16], [-1.46, 2.94, 1.96], [-3.80, -0.84, -2.86], [-4.50, 0.20, -2.38], [-5.82, 0.04, -1.68], [-5.95, -1.19, -0.74], [-4.72, -1.60, 0.00], [-3.90, -2.59, -0.41], [-3.90, -3.18, -1.78], [-4.32, -2.23, -2.94], [-6.64, -0.02, -2.42], [-6.36, -2.04, -1.31], [-6.01, 0.95, -1.09], [-5.42, -2.22, -3.01], [-2.85, -0.68, -3.38], [-4.23, 1.23, -2.65], [-3.94, -2.67, -3.87], [-2.88, -3.56, -1.99], [-3.24, -3.09, 0.32], [-4.57, -4.06, -1.83], [-6.72, -0.92, 0.01], [-4.58, -1.12, 0.97], [-0.91, 0.64, -1.11], [0.31, -1.46, 1.33], [-1.38, -1.15, -0.97], [-0.52, -2.14, -0.16], [-1.48, -1.53, -2.00], [-2.39, -1.09, -0.56], [-1.13, -3.00, 0.17], [0.28, -2.54, -0.80], [1.58, -2.68, 1.75], [1.99, -2.42, 2.74], [2.40, -2.64, 1.01], [1.17, -3.70, 1.77], [-0.90, -1.59, 2.69], [-1.38, -2.58, 2.70], [-1.67, -0.81, 2.60], [-0.36, -1.44, 3.64], [-0.81, 0.98, -2.88], [-0.59, 2.05, -2.98], [-1.72, 0.75, -3.44], [0.03, 0.41, -3.31], [-2.34, 1.55, -0.44], [-2.43, 1.43, 0.65], [-3.29, 1.22, -0.89], [-2.20, 2.61, -0.67], [2.53, -2.86, -1.75], [3.93, -1.97, -1.30], [5.14, -2.65, -1.16], [6.31, -1.96, -0.85], [6.26, -0.58, -0.63], [5.05, 0.10, -0.75], [3.84, -0.56, -1.10], [2.59, 0.17, -1.20], [5.16, -3.72, -1.31], [7.26, -2.49, -0.77], [7.16, -0.03, -0.38], [5.04, 1.19, -0.59], [2.73, 1.23, -1.49], [1.84, -0.33, -1.82]]}

=====

Record 2
{"formula": "C29H44FNO11S2", "method": "ωB97M-V/def2-TZVPD", "total_charge": 0, "gap_ev": 6.35, "smiles": "CC(C)=CCC[C@@H](C)CCc1cc2c(c(S(=O)(=O)F)c1)C(=O)N(CCCS(=O)(=O)O)C2=O.CCOC(C)=O.CCOC(C)=O", "e_lumo_ev": -1.62, "mol_weight_da": 665.80, "species": ["C", "C", "C", "C", "C", "C", "C", "C", "C", "C", "C", "C", "C", "C", "C", "S", "O", "O", "F", "C", "C", "O", "N", "C", "C", "C", "S", "O", "O", "O", "C", "O", "H", "H", "H", "H", "H", "H", "H", "H", "H", "H", "H", "H", "H", "H", "H", "H", "H", "H", "H", "H", "H", "H", "H", "H", "H", "H", "H", "H", "C", "C", "O", "C", "C", "O", "H", "H", "H", "H", "H", "H", "H", "H", "C", "C", "O", "C", "C", "O", "H", "H", "H", "H", "H", "H", "H", "H"], "positions_angstrom": [[0.15, -1.58, 2.39], [1.27, -1.81, 1.27], [1.93, -3.28, 1.20], [1.76, -0.84, 0.37], [1.00, 0.47, -0.14], [-0.58, 0.27, -0.41], [-1.18, 1.43, -1.38], [-0.64, 2.84, -0.74], [-0.60, 1.38, -2.88], [-1.70, 0.86, -3.97], [-2.10, -0.62, -3.52], [-3.62, -0.98, -3.32], [-3.91, -2.42, -2.84], [-2.78, -3.46, -2.57], [-1.29, -3.15, -2.80], [0.00, -4.42, -2.48], [-0.34, -5.69, -3.20], [1.35, -3.92, -2.94], [0.07, -4.72, -0.81], [-0.96, -1.69, -3.29], [-3.55, -4.76, -2.04], [-3.25, -5.96, -2.16], [-4.76, -4.14, -1.42], [-4.52, -3.48, -0.09], [-5.40, -2.16, 0.14], [-5.22, -1.59, 1.65], [-6.33, -0.08, 1.80], [-6.72, 0.46, 0.44], [-5.62, 1.06, 2.51], [-7.79, -0.47, 2.57], [-5.26, -3.19, -2.47], [-6.42, -3.11, -2.91], [0.65, -1.61, 3.43], [-0.42, -0.60, 2.29], [-0.54, -2.51, 2.36], [2.28, -3.52, 0.13], [1.22, -4.09, 1.60], [2.87, -3.29, 1.85], [2.84, -0.99, -0.01], [1.51, 0.78, -1.13], [1.24, 1.32, 0.59], [-1.10, 0.45, 0.61], [-0.86, -0.78, -0.72], [-2.33, 1.41, -1.32], [0.42, 3.03, -1.13], [-1.30, 3.72, -1.03], [-0.60, 2.73, 0.39], [0.35, 0.74, -2.93], [-0.36, 2.46, -3.18], [-1.30, 0.86, -5.04], [-2.64, 1.51, -3.83], [-4.47, -0.25, -3.49], [0.14, -1.39, -3.48], [-4.76, -4.25, 0.75], [-3.42, -3.18, 0.08], [-6.49, -2.47, -0.06], [-5.08, -1.28, -0.54], [-4.15, -1.17, 1.82], [-5.50, -2.36, 2.45], [-8.23, -1.11, 1.95], [6.61, 1.71, -1.40], [5.24, 1.41, -1.96], [4.22, 1.61, -0.97], [3.65, 2.79, -0.69], [4.28, 4.05, -1.22], [2.69, 2.85, 0.05], [6.70, 2.75, -1.09], [7.39, 1.51, -2.15], [6.81, 1.10, -0.52], [5.02, 1.99, -2.87], [5.19, 0.36, -2.25], [4.95, 4.46, -0.47], [3.48, 4.77, -1.43], [4.81, 3.91, -2.16], [4.66, 3.60, 3.63], [3.40, 2.95, 3.09], [3.18, 1.67, 3.69], [2.55, 1.49, 4.87], [2.30, 2.68, 5.76], [2.25, 0.37, 5.23], [4.59, 3.79, 4.70], [4.86, 4.54, 3.12], [5.52, 2.93, 3.48], [2.52, 3.60, 3.19], [3.52, 2.77, 2.02], [3.12, 2.76, 6.47], [1.37, 2.52, 6.30], [2.18, 3.62, 5.22]]}

=====

| no. | total energy (eV) |
| --- | --- |
| 1 | -84737.4011 |
| 2 | -79175.8817 |